Record 1
57
Properties=species:S:1:pos:R:3 method="wB97M-V/def2-TZVPD" e_lumo_ev=0.54 homo_lumo_gap_ha=0.3432 smiles="Cc1ccc(C)c(S(=O)(=O)Nc2ccc(C(=O)NCCCN3CCCC3=O)cc2)c1"
C 0.71 1.69 2.28
C -0.18 0.49 2.16
C 0.35 -0.79 2.12
C -0.48 -1.89 2.03
C -1.87 -1.76 1.95
C -2.74 -2.97 1.83
C -2.38 -0.47 1.98
S -4.11 -0.15 1.64
O -4.34 1.26 1.69
O -5.01 -1.01 2.36
N -4.23 -0.67 0.02
C -3.13 -0.43 -0.80
C -2.55 0.84 -0.81
C -1.41 1.07 -1.54
C -0.81 0.04 -2.27
C 0.47 0.34 -2.97
O 0.74 1.43 -3.43
N 1.33 -0.72 -3.05
C 2.66 -0.57 -3.57
C 3.72 -0.44 -2.47
C 3.45 0.77 -1.58
N 4.50 0.97 -0.62
C 5.72 1.67 -0.95
C 6.64 1.37 0.24
C 5.67 1.08 1.38
C 4.40 0.63 0.68
O 3.45 0.07 1.19
C -1.43 -1.20 -2.32
C -2.58 -1.44 -1.59
C -1.56 0.64 2.10
H 0.35 2.50 1.64
H 0.73 2.05 3.31
H 1.72 1.42 1.99
H 1.42 -0.91 2.13
H -0.05 -2.88 2.01
H -2.31 -3.80 2.40
H -2.79 -3.29 0.78
H -3.74 -2.77 2.19
H -4.62 -1.59 -0.04
H -3.02 1.62 -0.23
H -0.95 2.04 -1.55
H 1.13 -1.54 -2.50
H 2.65 0.34 -4.18
H 2.89 -1.43 -4.21
H 3.72 -1.35 -1.85
H 4.70 -0.35 -2.94
H 2.53 0.62 -1.02
H 3.34 1.67 -2.19
H 5.53 2.75 -1.04
H 6.13 1.31 -1.89
H 7.24 0.48 0.03
H 7.32 2.19 0.46
H 5.43 1.98 1.95
H 6.03 0.33 2.08
H -1.02 -1.99 -2.93
H -3.06 -2.40 -1.64
H -2.03 1.61 2.12


Record 2
19
Properties=species:S:1:pos:R:3 method="wB97M-V/def2-TZVPD" e_lumo_ev=2.73 homo_lumo_gap_ha=0.2428 total_charge=-1
C 0.44 -1.37 0.90
O 1.01 -0.39 1.69
C 0.61 -1.05 -0.59
N 0.00 0.24 -0.95
H 0.88 -2.36 1.10
H -0.63 -1.46 1.11
H 1.68 -0.92 -0.76
H 0.16 -1.78 -1.26
H -0.88 0.16 -1.42
H -0.12 0.90 -0.19
H 1.39 0.41 3.84
H 1.93 1.87 4.14
O 1.70 1.03 4.52
H 0.06 0.66 1.85
H 0.49 2.14 1.91
O -0.29 1.64 2.17
H -3.59 0.13 -6.08
H -2.13 0.29 -5.68
O -2.71 -0.16 -6.32


Repeat the second record exactly.
19
Properties=species:S:1:pos:R:3 method="wB97M-V/def2-TZVPD" e_lumo_ev=2.73 homo_lumo_gap_ha=0.2428 total_charge=-1
C 0.44 -1.37 0.90
O 1.01 -0.39 1.69
C 0.61 -1.05 -0.59
N 0.00 0.24 -0.95
H 0.88 -2.36 1.10
H -0.63 -1.46 1.11
H 1.68 -0.92 -0.76
H 0.16 -1.78 -1.26
H -0.88 0.16 -1.42
H -0.12 0.90 -0.19
H 1.39 0.41 3.84
H 1.93 1.87 4.14
O 1.70 1.03 4.52
H 0.06 0.66 1.85
H 0.49 2.14 1.91
O -0.29 1.64 2.17
H -3.59 0.13 -6.08
H -2.13 0.29 -5.68
O -2.71 -0.16 -6.32